Computed, not measured: a molecular structure, C15H20IrN3O3S, with ωB97M-V/def2-TZVPD.

Structure (ORCA input):
```
! wB97M-V def2-TZVPD RIJCOSX def2/J DEFGRID3
* xyz 3 2
Ir -0.553 -1.131 -0.134
N -1.157 -2.009 1.704
N -1.914 -1.021 2.375
C -1.917 0.269 1.899
O -2.352 1.224 2.433
O -1.360 0.383 0.623
H -1.752 -2.826 1.554
H -0.376 -2.312 2.290
H -2.161 -1.183 3.345
N 1.277 -1.079 0.301
S 2.417 -0.123 -0.561
C 1.115 0.711 -1.458
C 1.010 2.065 -1.517
C -0.102 2.613 -2.193
C -1.080 1.811 -2.773
C -0.943 0.440 -2.729
C 0.137 -0.178 -2.028
C 3.091 0.981 0.587
C 4.491 1.017 0.587
C 5.121 1.873 1.475
C 4.362 2.648 2.341
C 2.962 2.589 2.338
C 2.309 1.755 1.458
H 1.722 -1.571 1.076
H 1.744 2.717 -1.060
H -0.189 3.692 -2.259
H -1.910 2.266 -3.298
H -1.641 -0.193 -3.267
H 0.507 -1.107 -2.477
H 5.068 0.399 -0.091
H 6.201 1.930 1.492
H 4.860 3.311 3.036
H 2.395 3.203 3.024
H 1.226 1.709 1.440
C -4.454 -3.066 -0.906
C -2.987 -3.012 -1.217
O -2.443 -1.653 -0.862
H -4.824 -4.057 -1.174
H -5.017 -2.346 -1.503
H -4.658 -2.904 0.152
H -2.765 -3.163 -2.272
H -2.392 -3.709 -0.626
H -3.069 -0.962 -1.125
*
```

Computed properties:
LUMO energy (spin up / spin down)	-12.11 / -13.12	eV
<S²>	0.76
frontier orbital gap (spin up / spin down)	6.70 / 5.70	eV

Atom charges from the natural (NBO) analysis, given in e for atoms 1 to 8: 1.45, -0.58, -0.50, 0.84, -0.44, -0.55, 0.43, 0.42